[1]
Density functional theory data (ωB97M-V with the def2-TZVPD basis set) for a structure of composition C36H58ClGePRuSe.

The energy above the lowest of the compared OMol25 structures with the same formula, charge and spin comes out at 6.4 kcal/mol. The calculation puts the HOMO energy (spin up / spin down) at -0.4710 / -0.5089 Ha. Its strongest force on any atom is 0.71 eV Å⁻¹. For the lowest unoccupied orbital energy (spin up / spin down), the calculation gives -4.7 / -8.4 eV.

```
! wB97M-V def2-TZVPD RIJCOSX def2/J DEFGRID3
* xyz 2 5
C -2.58410 4.88405 -0.45752
H -3.06466 -3.74446 -0.47407
H 3.36758 -2.98164 2.00089
C 0.92560 -2.46997 0.76200
H -3.56558 -1.44404 2.53148
Ge 3.55481 2.60054 -4.27529
H 3.28590 2.96514 0.70435
H 5.25796 1.41420 -2.81635
C -3.25265 0.61205 -1.95953
H 0.73025 4.64709 0.20464
H -4.07442 1.32515 -1.99687
C -2.60362 -4.72782 1.96762
C -5.85437 0.29509 1.68087
C -3.29020 1.24540 2.15275
H -3.60382 -5.13879 2.11549
H 2.15381 -2.23742 3.93265
H -3.38859 -2.04307 -0.07476
H -0.13255 0.66300 3.44254
H -2.12053 -5.29561 1.16885
H -3.36520 5.62425 -0.57431
C -0.64870 -1.51732 -2.07201
C 1.87054 -4.16478 -0.86601
C 2.93186 -0.19926 2.18190
H 0.16086 2.23224 0.06603
H -5.20173 -0.09016 -0.31929
C -2.90099 3.53652 -0.52523
C 3.02803 -3.69500 1.25291
H 2.44105 -4.46171 1.76486
C 3.01759 -2.00522 -0.64132
C 2.12486 2.77432 -2.75169
H 0.00233 -2.34964 -2.29460
C -4.91513 0.28824 0.65424
C -1.30944 -2.68158 1.47082
H 1.37653 -5.01247 -0.38893
C 2.19686 -3.04367 0.13217
C 3.68196 2.87458 -0.30649
H 3.29011 -1.14710 -0.03526
H -6.24826 0.78241 3.72989
H 2.80664 -4.53356 -1.28700
H 2.24806 -0.65310 4.71192
C -1.90214 2.57622 -0.36279
H 3.90793 -4.17638 0.82048
H -4.45848 -2.93447 2.84348
H 0.67930 -1.43768 4.49336
C -3.46087 -3.07203 0.29118
H 3.71278 3.84204 -0.79806
H 2.89044 0.34713 1.23587
P -2.34123 0.81366 -0.39869
H 3.50291 5.13187 -4.40925
H 2.01141 1.26368 -5.77998
H 2.90656 0.17962 -4.69186
H 3.88406 4.43433 -5.99200
H -1.03440 6.34009 -0.14805
H 4.67736 2.43313 -0.26526
C 2.97696 1.07442 -5.31151
C -0.71376 -1.59399 2.13249
H 1.17816 2.46617 -3.19567
H 3.58885 -1.05556 2.06342
H 3.71047 0.88791 -6.09771
Se 2.52239 1.68286 -1.29464
C 3.26163 4.32623 -5.10246
H 5.60132 3.16321 -2.83860
C -2.70808 -3.23479 1.62337
H 2.09561 3.82211 -2.45497
H 2.21559 4.40905 -5.39789
C 1.65514 -1.27078 4.03359
H 2.45385 -1.65137 -1.51074
H -3.65128 -0.39778 -2.04473
Cl 0.16944 -0.04017 -2.72982
H 1.25671 -3.81867 -1.69917
C 0.69167 -1.49181 1.77987
C -0.60206 2.98432 -0.10044
C -0.28234 4.33463 -0.02433
H -2.57808 0.80298 -2.79193
Ru -0.78991 -0.99302 -0.06123
C -5.51398 0.77680 2.93448
C -0.34215 -3.12033 0.52693
H -2.28799 1.62190 2.33709
H -2.94591 -2.63170 3.69734
C -1.27401 5.28572 -0.21110
H 1.42052 1.47515 3.38813
C 5.27975 2.31111 -3.43814
H -1.59373 -1.63272 -2.59329
H -4.52097 -3.30001 0.42373
C 1.52972 -0.56706 2.66905
H -6.85507 -0.07290 1.49303
C -3.45866 -2.51009 2.73929
H -0.47564 -3.97941 -0.10792
H 3.93939 -2.46607 -1.00211
H 0.51607 1.20262 1.88865
H -3.96402 1.64044 4.14828
C 0.78095 0.76771 2.85673
H 6.02068 2.15408 -4.22326
H 3.39090 0.45623 2.92303
H -2.03705 -4.87718 2.88904
C -4.22955 1.25771 3.17065
C -3.62867 0.76109 0.88687
H -3.93239 3.24245 -0.67809
H -1.17474 -1.06958 2.95388
*
```

And the Löwdin charges, in e, turn out to be: atom 1 (C): -0.0432, atom 2 (H): 0.0918, atom 3 (H): 0.0618, atom 4 (C): -0.1485, atom 5 (H): 0.0573, atom 6 (Ge): 0.8156, atom 7 (H): 0.0397, atom 8 (H): 0.0194, atom 9 (C): -0.2377, atom 10 (H): 0.1052, atom 11 (H): 0.0580, atom 12 (C): -0.0226, atom 13 (C): -0.0560, atom 14 (C): -0.1095, atom 15 (H): 0.0991, atom 16 (H): 0.0915, atom 17 (H): 0.0409, atom 18 (H): 0.0785, atom 19 (H): 0.0870, atom 20 (H): 0.1193, atom 21 (C): -0.6304, atom 22 (C): -0.0494, atom 23 (C): -0.0462, atom 24 (H): 0.0228, atom 25 (H): 0.1027, atom 26 (C): -0.0652, atom 27 (C): -0.0160, atom 28 (H): 0.1034, atom 29 (C): -0.0461, atom 30 (C): -0.5542, atom 31 (H): -0.0170, atom 32 (C): -0.0953, atom 33 (C): -0.2415, atom 34 (H): 0.0956, atom 35 (C): -0.5212, atom 36 (C): -0.2999, atom 37 (H): 0.0311, atom 38 (H): 0.1176, atom 39 (H): 0.1008, atom 40 (H): 0.1008, atom 41 (C): -0.3621, atom 42 (H): 0.1002, atom 43 (H): 0.1012, atom 44 (H): 0.0926, atom 45 (C): -0.0301, atom 46 (H): 0.0455, atom 47 (H): 0.0321, atom 48 (P): 0.9100, atom 49 (H): 0.0336, atom 50 (H): 0.0354, atom 51 (H): 0.0197, atom 52 (H): 0.0400, atom 53 (H): 0.1174, atom 54 (H): 0.0489, atom 55 (C): -0.2035, atom 56 (C): -0.0971, atom 57 (H): 0.0043, atom 58 (H): 0.0726, atom 59 (H): 0.0391, atom 60 (Se): 1.0736, atom 61 (C): -0.1987, atom 62 (H): 0.0315, atom 63 (C): -0.5449, atom 64 (H): 0.0379, atom 65 (H): 0.0372, atom 66 (C): -0.0124, atom 67 (H): 0.0588, atom 68 (H): 0.0469, atom 69 (Cl): 0.4861, atom 70 (H): 0.0715, atom 71 (C): -0.1545, atom 72 (C): -0.1372, atom 73 (C): -0.0738, atom 74 (H): 0.0345, atom 75 (Ru): 1.0722, atom 76 (C): -0.0556, atom 77 (C): -0.0932, atom 78 (H): 0.1005, atom 79 (H): 0.1006, atom 80 (C): -0.0514, atom 81 (H): 0.0986, atom 82 (C): -0.2145, atom 83 (H): 0.0065, atom 84 (H): 0.1023, atom 85 (C): -0.5201, atom 86 (H): 0.1174, atom 87 (C): -0.0300, atom 88 (H): 0.1216, atom 89 (H): 0.1006, atom 90 (H): 0.0530, atom 91 (H): 0.1157, atom 92 (C): -0.0422, atom 93 (H): 0.0394, atom 94 (H): 0.0992, atom 95 (H): 0.0989, atom 96 (C): -0.0597, atom 97 (C): -0.3883, atom 98 (H): 0.1155, atom 99 (H): 0.1170

***

[2]
Density functional theory data (ωB97M-V with the def2-TZVPD basis set) for a cluster of 6 separate species, C36H59FNO14PS5 in total in a non-equilibrium geometry.

The calculation puts the HOMO energy at -0.2875 Ha. Its strongest force on any atom is 2.35 eV Å⁻¹. For the lowest unoccupied orbital energy, the calculation gives -0.5 eV.

```
! wB97M-V def2-TZVPD RIJCOSX def2/J DEFGRID3
* xyz 0 1
H -1.48543 2.61218 4.00742
C 4.43671 -0.64055 -3.14094
S -1.81079 -6.22246 -5.69462
C -3.69232 2.65216 -0.06470
C -0.05800 -0.53321 -1.90899
H 1.10546 2.26738 9.08996
C 1.77887 7.67930 2.93570
H -3.65231 3.75340 -2.76189
H -0.50050 -4.76275 -4.32946
H -0.33506 5.31466 -1.21993
O 4.81945 -2.31933 -5.95032
O 0.16633 -5.09131 -2.11971
H 3.95802 -0.08179 -3.94883
C -1.13703 -4.63281 -5.20061
C -1.14656 4.61162 -1.47253
O -1.14045 -7.27765 -4.97549
H 3.17406 0.30359 7.99636
C -1.91016 1.16294 -1.08589
H -1.90293 -6.68122 -8.03381
H 2.68493 -2.64309 -4.47313
H 3.34948 -3.82879 -3.32056
H 2.27066 1.33249 10.03090
H -1.94807 -4.23853 -7.85920
H -2.02654 5.10908 -1.89702
C -3.44327 2.76621 -3.18726
C -1.92310 -6.71252 -2.28104
O 5.83199 -3.90897 -4.27961
H -3.38336 3.42069 -0.76616
H -4.69934 2.28027 -0.30992
H 0.30837 9.29537 3.01990
H 1.42615 0.16851 7.84663
C -1.89342 -0.41710 1.21546
H -2.99672 -8.24231 -1.16570
C -0.34523 -4.11903 -6.41161
C -1.27991 -5.55611 0.03850
O -0.46260 5.42161 1.28129
H -0.30977 -5.96312 0.32278
O -1.05071 0.55604 5.89133
O -2.15358 -4.09723 -1.97414
H -3.35817 -6.13930 0.06107
H -2.81902 -0.11171 4.06680
C -0.98457 -4.71834 -7.67108
C 0.36191 8.23927 2.75875
C 3.50005 -1.75303 -2.65645
S 3.01076 3.30982 7.10536
H -2.33559 -7.12841 1.10655
H -2.85991 -6.48385 -2.78858
H 2.94620 1.27685 5.86198
C -0.58824 3.47340 -2.35725
H 1.53429 5.50976 2.95466
H 6.29540 -0.72120 -4.31234
C -2.15301 -7.56727 -1.02854
H -4.38587 0.23821 2.39206
H 0.69363 -4.44916 -6.33924
S 0.58747 6.35299 0.95412
F -1.88186 -1.21342 2.30322
H 1.32426 1.91176 6.21574
C 3.14290 2.93822 8.85061
O 0.36492 -2.68008 0.87934
C -1.44794 1.55180 3.73688
H 4.67863 0.06129 -2.34319
H -0.14103 3.83385 -3.28987
H -0.35883 -4.57410 -8.55093
S -1.21710 -5.17076 -1.70736
P -1.77863 2.07068 -2.69336
C -2.86469 0.92761 3.73507
H 2.49607 8.34525 2.45080
O 0.38410 -0.10435 -2.93832
H -4.19709 2.01041 -2.94592
C 3.46949 -2.83319 -3.74178
O 0.66436 0.43253 4.45557
O 4.33442 3.44370 6.54965
H -0.20040 -2.42577 -1.83738
H 2.50249 -1.37959 -2.45224
H -0.90094 1.42946 2.79534
H -4.10325 1.95999 2.30509
C 1.81535 6.30208 2.26267
C 2.31346 1.72914 6.62035
C 5.68478 -1.34547 -3.66349
C -1.05023 -0.76188 0.19223
O -3.24868 -6.12047 -5.73660
H 6.28766 -1.73913 -2.84517
N 0.37172 -1.75477 -1.30488
H 2.95430 3.83729 9.43335
H 4.15385 2.57564 9.03635
H 0.64673 -0.14882 3.68296
H -0.34081 -3.03012 -6.44150
O 1.25495 6.34283 -0.32454
C 2.25092 0.87877 7.89204
H -0.33238 7.69607 3.40413
C -2.71947 0.67829 1.15912
C 0.00220 8.00732 1.29403
H -1.06592 8.06745 1.09623
C -0.61852 0.80857 4.79794
H -1.23702 -7.18315 -2.96936
H -1.43420 4.15724 -0.51896
C -3.58972 1.00090 2.36597
C -2.37603 -6.61042 0.14893
C 2.11042 1.83884 9.07957
C -0.03592 -1.89861 0.06335
C -1.18952 -6.19842 -7.36946
H 3.88864 -2.17630 -1.72673
H 0.22166 2.99597 -1.78423
H -3.44766 1.45230 4.50147
S 5.04916 -2.73888 -4.58953
H -3.43077 2.88546 -4.27718
H 2.05711 7.60898 3.98631
H 0.54443 8.69122 0.64113
H -3.80401 3.14732 0.90641
O 2.00719 4.33228 6.92867
H -1.48907 -4.65360 0.60865
H -1.96912 -3.97468 -4.95502
C -1.10095 0.05607 -0.94699
C -2.74986 1.47503 0.00862
H -1.27026 -8.18088 -0.83538
H -0.24239 -6.73777 -7.37904
H 2.78943 6.08740 1.82963
*
```

Atom charges from the Löwdin analysis, given in e for atoms 1 to 99: atom 1 (H): 0.1347, atom 2 (C): -0.2179, atom 3 (S): 0.6734, atom 4 (C): -0.0411, atom 5 (C): -0.3758, atom 6 (H): 0.1203, atom 7 (C): -0.2087, atom 8 (H): 0.0159, atom 9 (H): 0.0674, atom 10 (H): 0.0276, atom 11 (O): -0.3267, atom 12 (O): -0.3276, atom 13 (H): 0.1204, atom 14 (C): -0.2165, atom 15 (C): -0.1660, atom 16 (O): -0.3354, atom 17 (H): 0.1176, atom 18 (C): -0.2500, atom 19 (H): 0.1083, atom 20 (H): 0.0995, atom 21 (H): 0.1035, atom 22 (H): 0.1142, atom 23 (H): 0.1197, atom 24 (H): 0.0690, atom 25 (C): -0.2934, atom 26 (C): -0.2241, atom 27 (O): -0.3297, atom 28 (H): 0.0322, atom 29 (H): 0.1077, atom 30 (H): 0.1155, atom 31 (H): 0.1147, atom 32 (C): -0.1800, atom 33 (H): 0.1173, atom 34 (C): -0.2038, atom 35 (C): -0.2278, atom 36 (O): -0.3261, atom 37 (H): 0.1151, atom 38 (O): 0.1231, atom 39 (O): -0.3237, atom 40 (H): 0.1197, atom 41 (H): 0.1045, atom 42 (C): -0.2181, atom 43 (C): -0.2191, atom 44 (C): -0.2145, atom 45 (S): 0.6637, atom 46 (H): 0.1159, atom 47 (H): 0.1094, atom 48 (H): 0.1040, atom 49 (C): -0.3752, atom 50 (H): 0.1054, atom 51 (H): 0.1054, atom 52 (C): -0.1990, atom 53 (H): 0.1343, atom 54 (H): 0.1190, atom 55 (S): 0.6701, atom 56 (F): 0.1004, atom 57 (H): 0.0737, atom 58 (C): -0.2338, atom 59 (O): 0.1389, atom 60 (C): -0.0729, atom 61 (H): 0.1141, atom 62 (H): 0.0714, atom 63 (H): 0.1163, atom 64 (S): 0.6578, atom 65 (P): 1.0015, atom 66 (C): -0.1681, atom 67 (H): 0.1174, atom 68 (O): 0.0991, atom 69 (H): 0.0382, atom 70 (C): -0.2135, atom 71 (O): 0.0632, atom 72 (O): -0.3299, atom 73 (H): 0.1309, atom 74 (H): 0.0684, atom 75 (H): 0.1126, atom 76 (H): 0.0969, atom 77 (C): -0.2112, atom 78 (C): -0.2266, atom 79 (C): -0.2346, atom 80 (C): -0.0009, atom 81 (O): -0.3138, atom 82 (H): 0.1058, atom 83 (N): 0.1403, atom 84 (H): 0.1059, atom 85 (H): 0.1067, atom 86 (H): 0.1170, atom 87 (H): 0.1172, atom 88 (O): -0.3294, atom 89 (C): -0.2033, atom 90 (H): 0.1195, atom 91 (C): -0.1106, atom 92 (C): -0.2261, atom 93 (H): 0.1088, atom 94 (C): -0.4884, atom 95 (H): 0.0698, atom 96 (H): 0.0411, atom 97 (C): -0.1061, atom 98 (C): -0.2161, atom 99 (C): -0.2188